<P>
This record from the Open Molecules 2025 dataset describes a cluster of 2 separate species, C6H14N2 in total. The level of theory is ωB97M-V/def2-TZVPD.

Positions of all 22 atoms, in Å:
C 1.464 -0.181 0.517
C 2.253 0.075 -0.739
N 1.534 -1.481 1.007
H 1.237 -2.169 0.315
H 1.341 -1.580 1.996
H 1.514 0.587 1.286
H 0.204 0.479 -0.073
H 2.072 1.075 -1.134
H 3.322 0.008 -0.519
H 1.996 -0.666 -1.499
C -1.438 -0.332 1.466
C -0.858 -0.289 0.078
C -1.157 1.487 -0.518
C -1.534 1.575 -1.777
N -0.976 -1.191 -0.833
H -1.728 -1.848 -0.642
H -1.107 2.304 0.196
H -0.971 0.429 2.094
H -2.516 -0.158 1.464
H -1.261 -1.306 1.931
H -1.761 2.523 -2.257
H -1.628 0.659 -2.359

Summary:
HOMO energy = -7.01 eV
charge = 0
molar mass = 114.192 Da

Atomic partial charges in e from the natural (NBO) method, atoms 1 to 4: -0.022, -0.656, -0.826, 0.403

---

<Q>
This record from the Open Molecules 2025 dataset describes an isolated molecule of C6H14N2. The level of theory is ωB97M-V/def2-TZVPD.

Positions of all 22 atoms, in Å:
C 0.313 0.111 0.470
C -1.961 -1.060 0.864
C -1.584 -0.195 -1.326
C 0.087 1.615 0.391
C 2.752 0.403 0.227
N -0.975 -0.767 -0.147
C 1.409 -0.458 -0.306
N 1.583 -1.450 -1.024
H 0.373 -0.238 1.504
H 0.726 -1.988 -1.160
H -1.486 -1.568 1.706
H -2.490 -0.165 1.236
H -2.172 0.715 -1.115
H -0.809 0.048 -2.054
H -2.716 -1.745 0.463
H -2.270 -0.919 -1.781
H -0.932 1.841 0.704
H 0.770 2.143 1.053
H 0.219 1.981 -0.625
H 3.585 -0.271 0.050
H 2.755 0.683 1.277
H 2.824 1.285 -0.405

Summary:
HOMO energy = -8.54 eV
charge = 0
SMILES = [H]/N=C(/C)[C@@H](C)N(C)C
molar mass = 114.192 Da

Atomic partial charges in e from the natural (NBO) method, atoms 1 to 4: -0.114, -0.412, -0.425, -0.634

---

The structure with the most favorable energy is <Q>; the runner-up is 3.538 eV above it.